Run i
DFT (ωB97M-V with the def2-TZVPD basis set) results for a 3-piece molecular cluster, C4H12BN overall.

Positions of all 18 atoms, in Å:
B 1.019 1.592 -0.788
H -2.348 -1.355 0.312
H 0.835 -2.094 3.289
H 1.620 -3.233 2.130
H -2.039 -0.579 -1.083
H -0.808 -1.502 -0.398
H 2.954 -0.683 3.625
C 1.270 -2.289 2.283
H -1.823 1.208 0.805
H 2.022 1.961 -1.358
C -1.592 -0.753 -0.193
H 1.271 -0.397 1.482
N 0.075 0.994 -0.340
H -0.573 0.333 1.455
C -1.011 0.522 0.442
H 2.390 -0.416 4.067
C 1.473 -1.396 1.339
H 2.125 -1.590 0.418

Values from the calculation:
Kohn-Sham gap in eV: 10.9
2S+1: 1
Charge: 0
SMILES: [H]/B=N/CC.[H][H].C=C

Run ii
DFT (ωB97M-V with the def2-TZVPD basis set) results for C4H12BN in the gas phase.

Positions of all 18 atoms, in Å:
C -1.937 -0.893 0.253
C -1.284 0.195 -0.586
H 0.873 -0.675 -1.458
B 0.008 1.869 0.626
H 2.852 -1.294 -0.160
H -0.962 2.235 1.225
H -2.293 -0.302 1.119
C 2.006 -0.831 0.362
N -0.020 0.704 -0.172
H -2.046 1.013 -0.600
H 1.836 0.870 -0.778
H 1.020 2.478 0.565
H -1.181 -1.764 0.462
H -2.868 -1.375 -0.150
H 1.458 -1.819 0.469
H -1.100 -0.225 -1.659
C 1.195 0.012 -0.618
H 2.443 -0.196 1.103

Values from the calculation:
Kohn-Sham gap in eV: 10.1
2S+1: 1
Charge: 0
SMILES: BN(CC)CC

Which of them is most stable? Easy: run ii.

Run i
DFT (ωB97M-V with the def2-TZVPD basis set) results for C5H7F in the gas phase.

Positions of all 13 atoms, in Å:
H 0.436 -1.692 -1.178
F -1.937 -1.764 0.097
H 1.554 0.452 -1.185
C 0.025 1.284 0.271
H 0.186 1.614 1.337
H -2.201 0.931 0.300
C -0.970 -0.836 0.079
C 1.072 0.229 -0.213
C -1.202 0.424 0.204
C 0.399 -1.173 -0.224
H 0.772 -1.922 0.454
H 1.923 0.285 0.441
H -0.058 2.170 -0.384

Values from the calculation:
Kohn-Sham gap in eV: 10.2
2S+1: 1
Charge: 0
SMILES: FC1=CCCC1

Run ii
DFT (ωB97M-V with the def2-TZVPD basis set) results for C5H7F in the gas phase.

Positions of all 13 atoms, in Å:
H 1.871 -1.301 -0.911
C 1.080 0.650 -0.460
H -0.455 -2.184 0.042
H 0.437 -1.309 1.151
C -0.087 -1.175 0.153
F -2.036 -0.104 -0.819
C -0.229 1.165 0.083
H -1.641 0.068 1.173
C 1.096 -0.614 -0.575
H -0.619 1.871 -0.613
C -1.063 -0.071 0.203
H 1.981 1.306 -0.543
H -0.334 1.700 1.115

Values from the calculation:
Kohn-Sham gap in eV: 10.6
2S+1: 1
Charge: 0
SMILES: FC1CC=CC1

Run iii
DFT (ωB97M-V with the def2-TZVPD basis set) results for C5H7F in the gas phase.

Positions of all 13 atoms, in Å:
H 0.991 -0.634 1.568
C -2.101 0.956 0.177
H -0.003 -1.207 -0.911
H 3.197 -0.237 0.657
C 1.159 -0.347 0.491
C -1.451 -0.196 -0.009
H -1.585 1.857 -0.054
C 2.349 -0.205 0.008
H -3.117 1.064 0.564
H 0.208 0.401 -1.206
F -2.180 -1.375 0.077
C -0.060 -0.306 -0.390
H 2.594 0.228 -0.972

Values from the calculation:
Kohn-Sham gap in eV: 10.7
2S+1: 1
Charge: 0
SMILES: C=CCC(=C)F

Which of them is most stable? Easy: run i.

Run i
DFT (ωB97M-V with the def2-TZVPD basis set) results for C3H3FO in the gas phase.

Positions of all 8 atoms, in Å:
H -0.347 -1.186 0.038
C 0.433 0.826 0.554
O 2.690 -0.247 -0.041
C 1.514 -0.036 -0.026
H 0.094 0.731 1.615
F 0.346 2.246 -0.123
C 0.147 -0.207 -0.422
H -0.128 -0.110 -1.554

Values from the calculation:
Kohn-Sham gap in eV: 9.5
2S+1: 1
Charge: 0
SMILES: O=C1C[C@@H]1F

Run ii
DFT (ωB97M-V with the def2-TZVPD basis set) results for C3H3FO in the gas phase.

Positions of all 8 atoms, in Å:
H 1.054 -0.281 0.411
C 0.216 -0.383 -0.159
C -0.975 0.218 0.260
C 0.525 0.217 -1.603
O -0.026 0.098 -2.632
H -1.094 1.111 0.907
F -2.203 -0.210 -0.228
H 0.036 -1.338 -0.487

Values from the calculation:
Kohn-Sham gap (spin up / spin down) in eV: 8.3 / 7.9
2S+1: 1
Charge: 0

Which of them is most stable? Easy: run i.